Formula: C60H101N3O24S9
Source: the OMol25 dataset
Level of theory: ωB97M-V with the def2-TZVPD basis set

Structure (XYZ):
```
197
Properties=species:S:1:pos:R:3:mulliken_charge:R:1
C 21.05516 -30.93256 26.07929 -0.685
C 20.43201 -30.14649 25.07713 -0.427
C 20.95782 -29.89232 23.86355 -0.255
C 22.23263 -30.30980 23.55474 -0.239
C 22.85974 -31.04018 24.53533 -0.144
C 22.34384 -31.42604 25.72059 -0.384
N 22.93434 -29.98569 22.25474 0.862
O 23.99647 -30.54984 21.95193 -0.498
O 22.41820 -29.19710 21.47194 -0.453
H 20.63520 -31.10107 27.05992 0.475
H 19.45077 -29.70278 25.15899 0.381
H 20.40576 -29.29253 23.15512 0.372
H 23.82184 -31.47876 24.31531 0.365
H 22.86235 -32.13700 26.34676 0.511
C 34.25781 -27.04440 24.81290 -0.507
C 33.95679 -27.10098 23.43091 -0.593
C 32.71263 -27.56691 23.02408 -0.076
C 31.72260 -27.93718 23.99523 0.046
C 32.00260 -27.80015 25.34219 -0.464
C 33.31143 -27.39025 25.75159 -0.641
N 30.37564 -28.43742 23.47536 0.601
O 30.16388 -28.53236 22.26162 0.095
O 29.55661 -28.79028 24.32118 -0.476
H 35.17889 -26.59019 25.14714 0.371
H 34.74646 -26.81774 22.75077 0.463
H 32.46915 -27.50377 21.97377 0.391
H 31.25088 -28.20702 26.00232 0.383
H 33.36389 -27.31135 26.82743 0.421
C 23.69610 -22.48140 21.03728 -0.272
C 23.91162 -21.46422 21.97349 -0.669
C 25.04638 -20.62724 21.78571 -0.290
C 25.76225 -20.71539 20.58145 0.124
C 25.45591 -21.66560 19.65549 -0.467
C 24.38961 -22.51052 19.86968 -0.468
N 26.92696 -19.78438 20.37580 0.996
O 26.92192 -18.66701 20.85242 -0.588
O 27.92836 -20.26453 19.80372 -0.566
H 22.92188 -23.23261 21.08891 0.413
H 23.35800 -21.44496 22.90059 0.446
H 25.31099 -19.94277 22.57810 0.446
H 25.90040 -21.74361 18.67429 0.376
H 24.10310 -23.18680 19.07787 0.477
C 26.91986 -30.46933 13.82116 -1.461
C 27.31560 -29.53039 15.01521 0.014
C 26.18605 -28.85963 15.87047 -0.263
C 25.48439 -29.77541 16.83257 -0.553
C 24.34199 -29.12102 17.70033 0.782
C 23.51516 -30.14664 18.50173 -0.868
H 27.84995 -30.73880 13.32074 0.421
H 26.42259 -29.84177 13.08157 0.347
H 26.34102 -31.30078 14.22333 0.340
H 27.97859 -30.10784 15.65949 -0.402
H 28.02520 -28.79345 14.63907 0.517
H 25.38830 -28.52079 15.20950 0.427
H 26.64091 -28.00447 16.37037 0.059
H 24.95291 -30.58031 16.32486 0.486
H 26.07825 -30.35386 17.54026 0.042
H 24.76319 -28.47374 18.46955 -0.553
H 23.77572 -28.45454 17.04977 0.150
H 22.74130 -29.58371 19.02361 -0.012
H 22.94852 -30.81490 17.85331 0.451
H 24.16358 -30.61455 19.24249 0.088
C 21.95022 -25.76081 28.00382 -1.008
C 22.87414 -24.75169 27.26705 -0.034
C 22.53449 -24.86064 25.73829 -0.579
S 21.90308 -26.62884 25.46693 0.760
O 22.86847 -27.40837 24.66238 0.021
O 20.52857 -26.57124 24.98197 -0.768
C 22.13333 -27.07998 27.24223 -0.261
H 20.94242 -25.38958 27.81773 0.332
H 22.16469 -25.80313 29.07167 0.430
H 23.90150 -25.11246 27.21732 -0.091
H 22.97585 -23.76434 27.71749 0.528
H 23.31658 -24.74713 24.98759 -0.094
H 21.70612 -24.19982 25.48292 0.527
H 23.12068 -27.52613 27.36130 -0.236
H 21.39946 -27.84583 27.49325 0.524
C 26.19105 -27.65727 21.93407 0.543
C 25.98481 -26.32141 22.77014 1.307
C 25.51366 -25.27207 21.76575 0.370
S 26.46750 -25.56845 20.19896 0.440
O 27.57578 -24.61051 20.05631 -0.314
O 25.48541 -25.72359 19.11330 -0.585
C 27.15468 -27.28103 20.79467 -0.383
H 25.29631 -28.08531 21.48205 -0.286
H 26.62604 -28.35421 22.65042 -0.231
H 26.94715 -25.94012 23.11162 -1.020
H 25.34889 -26.47179 23.64255 0.116
H 25.70411 -24.23895 22.05642 0.394
H 24.47105 -25.43030 21.49002 -0.862
H 28.12769 -27.12411 21.26022 -0.473
H 27.22564 -27.91270 19.90920 0.566
C 22.16762 -26.36822 19.40181 1.090
C 21.15630 -26.84984 18.35844 -0.936
C 20.08888 -25.79783 18.34885 -0.870
S 19.86922 -25.41020 20.15638 1.136
O 18.72384 -26.14847 20.75718 -0.684
O 19.91976 -23.94188 20.30288 -0.664
C 21.48129 -26.13032 20.77447 -0.196
H 22.71311 -25.47484 19.09783 -0.030
H 22.89878 -27.17367 19.47080 -0.667
H 20.71058 -27.83487 18.49684 0.321
H 21.64464 -26.97883 17.39253 0.396
H 19.15284 -26.04846 17.84973 0.502
H 20.36895 -24.83963 17.91122 0.361
H 21.26885 -27.13203 21.14803 0.052
H 21.93342 -25.41629 21.46283 0.244
C 31.69862 -25.08853 18.90424 -0.795
C 30.43551 -24.33505 18.32567 0.678
C 29.90866 -25.20028 17.15310 -1.181
S 30.11077 -26.96718 17.65083 0.923
O 30.79582 -27.62416 16.55549 -0.851
O 28.82092 -27.42739 18.17450 -0.005
C 31.33010 -26.54303 19.03580 0.365
H 31.96560 -24.58105 19.83122 0.159
H 32.53356 -24.93839 18.21982 0.436
H 30.54873 -23.34871 17.87575 0.548
H 29.64084 -24.26207 19.06816 -0.831
H 30.54671 -25.00254 16.29177 0.388
H 28.85672 -25.13571 16.87495 0.518
H 32.07761 -27.33625 19.02368 0.540
H 30.69982 -26.83405 19.87613 -0.767
C 26.66508 -28.91820 25.77222 0.432
C 25.81882 -29.41011 27.02845 -0.345
C 26.44641 -28.79122 28.24059 -0.843
S 27.41307 -27.29813 27.76861 1.204
O 28.85517 -27.60945 27.84885 -0.690
O 26.93864 -26.08777 28.42922 -0.742
C 26.84818 -27.39582 26.01063 0.986
H 26.34996 -29.05742 24.73809 -0.629
H 27.60285 -29.46528 25.86909 0.133
H 25.97302 -30.48271 27.14612 0.331
H 24.73832 -29.37471 26.88926 -0.011
H 27.13355 -29.37599 28.85213 0.403
H 25.56760 -28.56874 28.84583 0.411
H 27.57456 -26.96841 25.31940 -0.223
H 25.90415 -26.87069 25.86521 -0.376
C 30.91207 -21.98999 23.56607 -0.670
C 29.95697 -21.78771 22.33208 -0.732
C 28.89351 -22.84335 22.34874 0.833
S 29.71785 -24.33097 23.00627 0.764
O 29.99644 -25.35336 22.01352 -0.151
O 28.90179 -24.74896 24.19080 -0.358
C 31.26659 -23.47588 23.52658 -0.743
H 30.40710 -21.71813 24.49300 0.192
H 31.76251 -21.30969 23.52085 0.438
H 30.50470 -21.82698 21.39052 0.373
H 29.49804 -20.79931 22.35545 0.443
H 28.37291 -23.03703 21.41089 -0.104
H 28.28441 -22.48249 23.17753 -0.810
H 32.06061 -23.63158 22.79624 0.257
H 31.52762 -23.94639 24.47451 0.464
C 25.28965 -22.10400 27.92194 -0.529
C 26.80744 -21.92554 28.06650 -0.792
C 27.27610 -22.98691 27.00426 -0.491
S 26.27756 -22.51455 25.45472 1.143
O 25.69402 -23.69780 24.84096 -0.198
O 26.91101 -21.42961 24.64544 -0.862
C 24.88721 -21.87883 26.43009 -0.595
H 24.90305 -21.28193 28.52430 0.394
H 25.00120 -23.11059 28.22473 0.170
H 27.20874 -22.12434 29.06024 0.416
H 27.09975 -20.91992 27.76419 0.375
H 26.98021 -23.96561 27.38203 0.039
H 28.33923 -22.90986 26.77642 0.398
H 23.94483 -22.38246 26.21474 0.099
H 24.72088 -20.84804 26.11719 0.491
C 28.76266 -31.81927 23.17717 1.124
C 29.05409 -33.31814 22.96510 -0.828
C 28.14654 -34.09708 23.89991 -0.862
S 26.53494 -33.23059 23.88310 1.152
O 26.19132 -32.70923 25.19314 -0.593
O 25.57834 -33.89433 23.03326 -0.701
C 27.26025 -31.82518 22.94163 0.625
H 29.35286 -31.27487 22.44002 -1.162
H 29.05612 -31.42528 24.15018 0.222
H 30.12390 -33.47616 23.10160 0.516
H 28.79129 -33.62684 21.95330 0.252
H 28.54470 -34.18863 24.91045 0.353
H 27.97387 -35.13204 23.60471 0.488
H 26.79247 -30.95539 23.40286 -0.933
H 27.06427 -31.91250 21.87296 0.549
C 29.79167 -31.00118 17.56598 0.286
C 29.30031 -30.98621 19.00326 -0.233
C 30.44364 -30.34490 19.83003 0.990
S 32.02759 -30.87529 19.11118 1.046
O 32.63417 -32.06877 19.74647 -0.719
O 32.81348 -29.67777 18.83973 -0.639
C 31.27436 -31.46888 17.53413 -1.036
H 29.66784 -29.95643 17.28093 -0.503
H 29.20070 -31.59331 16.86723 0.568
H 29.08327 -31.97553 19.40604 0.445
H 28.42279 -30.39053 19.25470 -0.287
H 30.53893 -30.61642 20.88136 -0.017
H 30.45127 -29.26045 19.72041 -0.927
H 31.23386 -32.55812 17.53579 0.403
H 31.90199 -31.16459 16.69652 0.444
```

Calculated values
**Total charge**: 0
**F_max**: 3.47 eV Å⁻¹
**HOMO**: -9.8 eV
**Frontier orbital gap**: 8.92 eV
**Molar mass**: 1537.07 g/mol
**LUMO**: -0.8394 eV